No. 1
C28H33MnN8S | the ωB97M-V functional and the def2-TZVPD basis

Computed properties:
E_HOMO (spin up / spin down)	-12.886 / -12.994	eV
Kohn-Sham gap (spin up / spin down)	5.81 / 6.57	eV
energy above the lowest of the compared OMol25 structures with the same formula, charge and spin	26.8	kJ/mol
total charge	+2
⟨S²⟩	6.20
multiplicity	5

```
71
Properties=species:S:1:pos:R:3:forces:R:3:mulliken_charge:R:1
Mn -0.268 0.655 0.209 -0.304 0.145 0.069 -0.23
N -1.465 -0.501 1.650 0.050 -0.104 0.101 -0.14
C -2.119 0.382 2.616 0.039 -0.014 -0.104 0.53
C -2.935 -0.089 3.603 -0.064 0.027 0.057 -0.80
C -3.519 0.799 4.535 0.056 -0.013 -0.068 -0.77
C -3.259 2.137 4.468 0.031 -0.016 -0.032 -0.86
C -2.406 2.648 3.460 -0.049 0.106 0.062 0.45
C -2.067 4.019 3.351 -0.018 -0.049 0.021 -0.82
C -1.215 4.436 2.369 0.031 -0.059 -0.061 -0.91
C -0.700 3.483 1.472 -0.026 0.067 0.070 -0.56
N -1.005 2.205 1.535 0.031 -0.022 0.033 0.79
C -1.843 1.767 2.522 0.009 -0.050 -0.068 0.26
H -2.176 -0.950 1.076 0.069 -0.002 0.022 0.44
H -0.978 -1.250 2.145 0.011 0.118 -0.016 0.36
H -3.133 -1.151 3.679 -0.004 -0.022 0.012 0.54
H -4.161 0.404 5.309 -0.018 -0.011 0.014 0.46
H -3.691 2.820 5.186 -0.013 0.017 0.016 0.46
H -2.482 4.724 4.060 -0.013 0.016 0.015 0.48
H -0.928 5.472 2.270 0.007 0.017 -0.004 0.49
H -0.026 3.778 0.676 0.000 0.000 0.016 0.52
S 0.663 1.488 -1.660 0.056 -0.031 0.101 0.04
C 2.339 1.361 -1.114 0.513 -0.009 -0.345 0.03
N 3.448 1.471 -1.835 -0.421 -0.004 0.008 -0.54
N 3.493 1.868 -3.054 0.214 0.007 -0.082 0.19
C 2.585 2.643 -3.847 0.075 -0.196 0.090 0.52
C 1.914 3.729 -3.307 0.036 0.134 -0.018 0.00
C 1.127 4.509 -4.142 -0.012 -0.013 0.026 -0.50
C 1.028 4.213 -5.493 0.037 -0.044 -0.003 -0.63
C 1.736 3.141 -6.025 -0.023 0.027 0.035 -0.50
C 2.523 2.354 -5.203 -0.103 -0.048 -0.049 -0.77
N 2.623 0.939 0.127 -0.219 0.162 -0.013 -0.49
N 1.655 0.681 0.908 0.249 -0.116 0.147 0.84
C 2.113 0.323 2.238 -0.148 -0.016 -0.207 0.13
C 3.465 0.115 2.490 0.090 -0.138 0.031 -0.65
C 3.873 -0.222 3.769 -0.009 0.008 0.020 -0.64
C 2.953 -0.345 4.804 -0.004 0.012 -0.037 -0.63
C 1.611 -0.122 4.550 0.022 -0.012 -0.056 -0.89
C 1.195 0.211 3.268 -0.146 0.067 0.117 0.25
H 4.404 1.708 -3.470 -0.030 0.133 0.101 0.29
H 2.050 3.998 -2.268 -0.015 -0.024 0.018 0.49
H 0.613 5.370 -3.738 -0.009 0.016 0.008 0.44
H 0.423 4.833 -6.140 -0.010 0.017 -0.011 0.43
H 1.681 2.922 -7.082 -0.006 0.003 -0.021 0.42
H 3.082 1.520 -5.608 0.006 -0.015 0.007 0.45
H 4.190 0.205 1.695 -0.017 0.004 0.009 0.49
H 4.924 -0.388 3.957 0.019 -0.008 0.015 0.40
H 3.284 -0.606 5.799 0.013 -0.007 0.012 0.42
H 0.883 -0.195 5.346 -0.007 0.004 0.018 0.43
H 0.153 0.434 3.105 0.084 0.018 0.016 0.74
C -5.114 1.597 -3.729 -0.016 0.020 -0.026 -1.06
C -5.125 0.650 -2.541 -0.006 -0.087 0.079 -0.86
N -3.790 0.116 -2.206 -0.014 0.032 -0.007 0.21
C -3.353 -1.077 -2.948 0.024 0.003 0.054 -1.11
C -2.422 -0.762 -4.112 0.013 -0.016 0.003 -0.72
C -2.988 0.719 -1.338 0.147 0.033 -0.105 0.80
C -3.448 1.962 -0.641 -0.013 0.036 0.043 -1.32
N -1.776 0.261 -1.062 -0.081 -0.248 -0.027 0.08
H -6.095 2.058 -3.834 -0.024 0.007 -0.026 0.39
H -4.894 1.074 -4.658 0.017 -0.012 -0.003 0.33
H -4.376 2.391 -3.605 -0.003 0.017 0.023 0.29
H -5.753 -0.215 -2.751 -0.033 0.033 0.022 0.41
H -5.545 1.122 -1.656 0.005 0.020 -0.018 0.48
H -4.256 -1.574 -3.297 0.031 0.017 -0.049 0.40
H -2.887 -1.776 -2.247 -0.006 0.002 0.009 0.55
H -2.926 -0.164 -4.868 -0.007 0.010 0.005 0.28
H -2.094 -1.689 -4.579 0.002 -0.016 -0.011 0.38
H -1.536 -0.213 -3.789 0.017 0.008 -0.019 0.16
H -4.061 1.707 0.226 -0.022 0.000 -0.005 0.30
H -4.040 2.595 -1.296 0.016 0.012 -0.002 0.52
H -2.584 2.526 -0.302 -0.061 -0.031 -0.029 0.10
H -1.502 -0.516 -1.655 -0.051 0.075 -0.003 -0.08
```
Forces are in eV/Å.

=====

No. 2
C4H13ClOSi2 | the ωB97M-V functional and the def2-TZVPD basis

Computed properties:
E_HOMO	-9.210	eV
Kohn-Sham gap	9.75	eV
energy above the lowest of the compared OMol25 structures with the same formula, charge and spin	3.4	kJ/mol

```
21
Properties=species:S:1:pos:R:3:forces:R:3:mulliken_charge:R:1
C 3.381 -0.596 1.116 -1.573 -2.837 1.375 -0.87
Si 1.597 -1.347 1.388 -0.923 4.261 -3.223 0.73
Cl 1.752 -3.242 0.883 -0.253 -1.411 -0.280 -0.19
O 0.525 -0.290 -0.098 4.549 -3.187 4.049 -0.26
Si -0.870 0.344 -0.417 -2.092 1.099 -2.097 0.40
C -2.284 -0.077 0.784 0.506 -0.707 0.073 -1.10
C -1.304 -0.310 -2.158 -1.394 0.436 1.421 -1.20
C -0.681 2.216 -0.654 1.363 -0.186 0.851 -1.12
H 4.049 -1.238 1.763 -0.515 1.069 -0.457 0.31
H 3.609 -0.868 0.092 0.009 0.525 -0.245 0.24
H 3.319 0.430 1.382 0.528 0.911 -0.059 0.28
H 0.712 -1.099 2.550 0.416 -0.154 -0.096 -0.10
H -2.928 -0.810 0.297 0.079 -0.230 -0.110 0.33
H -1.877 -0.600 1.687 -0.476 0.718 -0.443 0.24
H -2.970 0.736 1.016 0.343 0.185 0.365 0.34
H -1.106 0.386 -2.923 0.067 1.560 -0.782 0.35
H -0.792 -1.142 -2.562 0.297 -1.514 0.285 0.36
H -2.402 -0.441 -2.112 0.376 -0.337 -0.496 0.28
H -0.449 2.644 0.331 0.047 0.087 -0.080 0.25
H 0.167 2.481 -1.308 0.053 -0.503 0.273 0.30
H -1.448 2.824 -1.057 -1.407 0.215 -0.324 0.41
```
Forces are in eV/Å.

=====

No. 3
C7H12O2S2 | the ωB97M-V functional and the def2-TZVPD basis

Computed properties:
E_HOMO (spin up / spin down)	-7.449 / -8.821	eV
Kohn-Sham gap (spin up / spin down)	7.02 / 5.81	eV
energy above the lowest of the compared OMol25 structures with the same formula, charge and spin	175.5	kJ/mol
⟨S²⟩	2.06
multiplicity	3

```
23
Properties=species:S:1:pos:R:3:forces:R:3:mulliken_charge:R:1
C -0.333 -2.263 -0.174 -0.310 -0.299 -0.760 0.09
C -0.989 0.073 -0.074 -2.389 -0.462 -0.711 -0.34
C 1.918 -2.408 0.892 0.273 3.192 -3.199 -1.04
C 0.397 3.606 -0.295 -1.679 0.129 -2.873 -1.57
C 0.565 -2.990 0.743 -1.121 0.603 -0.193 -0.26
C -0.090 1.183 0.005 -1.658 0.409 -2.371 -0.34
C -0.677 2.531 -0.399 -0.356 1.028 0.298 -0.25
O -1.477 -4.035 -1.588 -0.379 -1.511 -0.751 -0.57
O -3.276 1.245 -0.061 -1.336 1.213 0.571 -0.47
S -1.360 -2.599 -1.371 1.429 0.879 1.644 0.29
S -2.636 -0.042 -0.287 2.364 -0.541 -0.063 0.38
H 1.820 -1.355 1.217 0.285 -0.627 0.729 0.21
H 2.354 -2.187 -0.139 -0.453 -0.687 0.914 0.28
H 2.644 -2.979 1.370 0.948 -0.905 1.349 0.38
H 1.148 3.453 -1.024 1.274 -0.998 -0.716 0.42
H 0.877 3.747 0.598 0.751 0.507 2.481 0.45
H 0.020 4.504 -0.774 -0.449 0.704 0.889 0.38
H 0.075 -3.038 1.695 -0.401 -0.194 0.740 0.25
H 0.581 -3.956 0.338 0.251 -1.880 -0.380 0.34
H 0.824 0.899 -0.473 0.825 -0.058 -0.949 0.35
H 0.224 1.269 0.962 0.960 0.206 3.541 0.38
H -1.554 2.747 0.284 1.090 -0.158 -0.882 0.31
H -1.053 2.595 -1.444 0.080 -0.551 0.692 0.33
```
Forces are in eV/Å.

=====

No. 4
C9H29CrNO7Y | the ωB97M-V functional and the def2-TZVPD basis

Computed properties:
E_HOMO (spin up / spin down)	-23.421 / -23.517	eV
Kohn-Sham gap (spin up / spin down)	4.00 / 4.83	eV
total charge	+5
⟨S²⟩	6.08
multiplicity	5

```
48
Properties=species:S:1:pos:R:3:forces:R:3:mulliken_charge:R:1
Y 0.900 -0.884 4.838 -0.244 -0.622 -1.794 1.83
Cr 0.612 -2.310 0.837 -1.889 2.798 -0.968 0.89
C -1.908 0.037 -2.184 -0.531 0.667 0.319 -1.33
C -0.436 0.055 -2.615 -0.592 -0.343 -2.486 1.31
C -0.244 1.068 -3.811 0.019 0.513 0.263 -1.20
C -0.288 2.472 -3.290 -0.424 0.719 1.447 -0.71
C 0.743 2.663 -2.130 0.144 1.023 -2.272 -1.35
C 0.645 1.786 -0.932 0.364 1.416 1.515 1.36
N 0.463 0.400 -1.489 -0.673 -1.789 3.226 0.33
O 0.695 -0.617 -0.560 0.634 -0.545 -0.161 0.10
C -0.537 2.208 -0.014 -0.832 -1.757 -0.198 -0.95
C 1.925 2.074 -0.025 -0.408 -2.269 -0.821 -1.42
C -0.074 -1.260 -3.280 1.528 -0.452 0.603 -1.58
H -2.009 -0.364 -1.175 -0.081 -0.052 0.194 -0.04
H -2.532 -0.557 -2.852 0.466 -0.420 -0.181 0.50
H -2.403 1.006 -2.246 0.235 0.203 0.380 0.38
H -1.087 0.830 -4.460 -0.101 0.164 -0.085 0.50
H 0.644 0.893 -4.419 0.265 -0.334 0.321 0.46
H -1.313 2.634 -2.955 -0.068 0.369 0.283 0.33
H -0.125 3.262 -4.024 0.247 -0.253 -0.256 0.46
H 0.827 3.673 -1.729 -0.530 0.264 -0.211 0.59
H 1.704 2.559 -2.632 0.410 -0.353 0.201 0.42
H -1.518 2.112 -0.480 0.070 0.718 -0.247 0.24
H -0.401 3.141 0.533 0.192 0.225 -0.673 0.51
H -0.601 1.436 0.753 0.145 -0.407 0.537 -0.23
H 2.134 3.131 0.134 -0.022 -0.056 -0.743 0.45
H 2.726 1.476 -0.459 0.581 0.729 -0.110 0.45
H 1.843 1.662 0.981 -0.514 -0.239 0.294 0.13
H -0.308 -2.128 -2.663 0.329 -0.232 0.250 0.24
H 0.980 -1.122 -3.519 0.391 -0.908 0.310 0.51
H -0.465 -1.524 -4.263 -0.821 0.802 0.078 0.45
O 0.603 -1.365 2.553 0.317 0.092 1.190 -0.30
H -0.151 -0.747 2.612 0.184 -0.063 -1.008 0.57
O 2.942 -2.134 4.111 -2.027 1.211 0.504 -0.54
H 3.474 -1.589 3.531 0.728 0.263 -0.636 0.38
H 3.579 -2.646 4.610 0.676 -0.743 0.720 0.35
O 0.412 -4.148 1.888 0.489 1.063 -0.809 -0.32
H 0.855 -4.943 1.591 0.476 -0.906 -0.439 0.35
H -0.085 -4.424 2.658 -0.462 -0.071 0.333 0.29
O -1.423 -2.105 0.877 1.014 -0.531 0.274 -0.34
H -1.988 -2.734 0.429 -0.449 -0.840 -0.633 0.34
H -2.001 -1.373 1.091 -0.117 0.848 -0.112 0.28
O -0.298 0.940 3.638 0.634 -1.414 0.989 -0.47
H -1.212 1.123 3.859 -0.872 0.409 0.294 0.33
H 0.028 1.759 3.267 0.555 0.908 -0.431 0.27
O -1.419 -1.652 4.517 1.669 0.570 0.140 -0.47
H -1.642 -2.533 4.216 -0.239 -0.767 -0.011 0.31
H -2.265 -1.236 4.685 -0.869 0.394 0.620 0.34
```
Forces are in eV/Å.

=====

What did the second record say?
C4H13ClOSi2 | the ωB97M-V functional and the def2-TZVPD basis

Computed properties:
E_HOMO	-9.210	eV
Kohn-Sham gap	9.75	eV
energy above the lowest of the compared OMol25 structures with the same formula, charge and spin	3.4	kJ/mol

```
21
Properties=species:S:1:pos:R:3:forces:R:3:mulliken_charge:R:1
C 3.381 -0.596 1.116 -1.573 -2.837 1.375 -0.87
Si 1.597 -1.347 1.388 -0.923 4.261 -3.223 0.73
Cl 1.752 -3.242 0.883 -0.253 -1.411 -0.280 -0.19
O 0.525 -0.290 -0.098 4.549 -3.187 4.049 -0.26
Si -0.870 0.344 -0.417 -2.092 1.099 -2.097 0.40
C -2.284 -0.077 0.784 0.506 -0.707 0.073 -1.10
C -1.304 -0.310 -2.158 -1.394 0.436 1.421 -1.20
C -0.681 2.216 -0.654 1.363 -0.186 0.851 -1.12
H 4.049 -1.238 1.763 -0.515 1.069 -0.457 0.31
H 3.609 -0.868 0.092 0.009 0.525 -0.245 0.24
H 3.319 0.430 1.382 0.528 0.911 -0.059 0.28
H 0.712 -1.099 2.550 0.416 -0.154 -0.096 -0.10
H -2.928 -0.810 0.297 0.079 -0.230 -0.110 0.33
H -1.877 -0.600 1.687 -0.476 0.718 -0.443 0.24
H -2.970 0.736 1.016 0.343 0.185 0.365 0.34
H -1.106 0.386 -2.923 0.067 1.560 -0.782 0.35
H -0.792 -1.142 -2.562 0.297 -1.514 0.285 0.36
H -2.402 -0.441 -2.112 0.376 -0.337 -0.496 0.28
H -0.449 2.644 0.331 0.047 0.087 -0.080 0.25
H 0.167 2.481 -1.308 0.053 -0.503 0.273 0.30
H -1.448 2.824 -1.057 -1.407 0.215 -0.324 0.41
```
Forces are in eV/Å.